(1)
Computed, not measured: a 4-piece molecular cluster, C33H37B2Cl2F24NO11 overall, with ωB97M-V/def2-TZVPD.

Results
Gap between HOMO and LUMO ... 8.93 eV
Net charge ... 0
Molar mass ... 1172.14 Da
SMILES ... C#CC[C@]1(CON=O)OC(=O)[C@](CCOC(C)=O)(B(C)O)[C@]1(B(O)CC)/C(Cl)=C(/C)Cl.FC(F)C(F)(F)COC(F)(F)C(F)F.FC(F)C(F)(F)COC(F)(F)C(F)F.FC(F)C(F)(F)COC(F)(F)C(F)F
HOMO energy ... -9.18 eV

CARTESIAN COORDINATES (ANGSTROEM)
C (0.5320, -5.0890, 6.1882)
C (1.5723, -4.2787, 5.6407)
C (2.4659, -3.0644, 4.9243)
C (2.1647, -2.9504, 3.3062)
C (0.9157, -1.9162, 3.2549)
O (-0.3370, -2.7235, 3.4394)
N (-1.1920, -1.9095, 4.0832)
O (-2.1329, -2.5703, 4.5016)
O (1.4609, -4.2635, 3.1044)
C (1.7325, -4.6095, 1.7077)
O (1.1348, -5.6832, 1.1926)
C (2.7197, -3.4684, 0.9695)
C (1.5723, -2.7855, 0.0488)
C (1.9025, -1.4140, -0.7423)
O (1.2888, -0.2643, -0.0506)
C (1.6200, 1.0154, -0.7088)
C (1.2029, 2.3865, 0.1545)
O (2.2462, 1.1303, -1.8819)
B (3.5753, -4.3239, -0.1764)
C (4.0973, -5.8900, -0.0029)
O (4.0028, -3.7070, -1.4848)
C (3.4531, -2.7883, 2.2461)
B (3.7354, -1.1746, 2.3666)
O (4.1224, -0.3111, 1.1904)
C (3.8074, -0.2697, 3.7730)
C (4.9469, 0.9445, 3.6045)
C (4.6772, -3.8525, 2.6158)
Cl (4.4529, -5.4499, 3.6030)
C (6.1174, -3.6993, 2.1614)
C (7.3028, -4.8028, 2.5888)
Cl (6.7003, -2.3430, 1.0588)
H (-0.4503, -5.5438, 6.6624)
H (3.6198, -3.2551, 5.1674)
H (2.2214, -2.0616, 5.5245)
H (0.7534, -1.3181, 2.2679)
H (0.8742, -1.1109, 4.1257)
H (0.5117, -2.6504, 0.5822)
H (1.3328, -3.5947, -0.8017)
H (1.3689, -1.4649, -1.8094)
H (3.0523, -1.2369, -0.9980)
H (0.9605, 2.0593, 1.2730)
H (2.1029, 3.1497, 0.2436)
H (0.2190, 2.8559, -0.2698)
H (5.2643, -5.8474, 0.2457)
H (3.6086, -6.4754, 0.8800)
H (3.9748, -6.5375, -0.9704)
H (4.3905, -4.4464, -2.0725)
H (3.5843, 0.5375, 1.2106)
H (2.7635, 0.2198, 3.9706)
H (4.2053, -0.9048, 4.6977)
H (4.6489, 1.7230, 2.7661)
H (5.1659, 1.4880, 4.6298)
H (5.9504, 0.4358, 3.2107)
H (7.1743, -5.8365, 2.0545)
H (7.2334, -4.8977, 3.7681)
H (8.3623, -4.3002, 2.3836)
F (-4.5687, 3.5160, 1.8765)
C (-3.6025, 2.6017, 1.6362)
F (-2.9741, 2.3914, 2.8269)
C (-2.6083, 3.0668, 0.5800)
F (-1.9212, 4.1634, 0.9948)
F (-1.6675, 2.0822, 0.4169)
C (-3.2152, 3.3452, -0.8037)
O (-3.5224, 4.7118, -1.0952)
C (-4.7832, 5.1705, -0.6104)
F (-5.5112, 4.1099, -0.1894)
F (-5.4381, 5.6654, -1.6953)
C (-4.6498, 6.2671, 0.4540)
F (-3.9266, 5.8448, 1.5226)
F (-5.8671, 6.6342, 0.9341)
H (-4.0789, 1.6611, 1.3466)
H (-2.4450, 3.0803, -1.5386)
H (-4.0537, 2.6776, -1.0368)
H (-4.1581, 7.1538, 0.0463)
F (-5.9382, -0.8631, -2.9370)
C (-6.5965, -2.0075, -3.2273)
F (-7.4455, -1.7081, -4.2502)
C (-7.3676, -2.5562, -2.0337)
F (-8.3530, -1.7045, -1.6461)
F (-8.0066, -3.7035, -2.4296)
C (-6.5047, -2.9175, -0.8149)
O (-6.4304, -1.9329, 0.2204)
C (-5.4591, -0.9077, 0.0188)
F (-4.6532, -1.2542, -1.0121)
F (-4.6720, -0.9215, 1.1284)
C (-6.0852, 0.4824, -0.1502)
F (-6.9481, 0.5209, -1.1976)
F (-5.1344, 1.4207, -0.4002)
H (-5.8746, -2.7374, -3.6035)
H (-6.9908, -3.7759, -0.3349)
H (-5.5130, -3.2907, -1.0980)
H (-6.6345, 0.7785, 0.7470)
F (0.0076, 5.6399, -4.1783)
C (-0.7540, 5.4845, -5.2841)
F (-2.0211, 5.2476, -4.8424)
C (-0.2722, 4.3417, -6.1688)
F (-0.3756, 3.1451, -5.5330)
F (-1.1106, 4.2576, -7.2511)
C (1.1550, 4.5016, -6.7144)
O (2.1865, 3.8202, -5.9942)
C (2.6985, 4.5151, -4.8583)
F (2.2442, 5.7901, -4.8742)
F (4.0430, 4.5958, -5.0500)
C (2.4101, 3.7918, -3.5367)
F (1.0786, 3.6109, -3.3430)
F (2.8587, 4.5130, -2.4757)
H (-0.7692, 6.4310, -5.8311)
H (1.1625, 4.0299, -7.7049)
H (1.4149, 5.5489, -6.9108)
H (2.8883, 2.8095, -3.5130)

(2)
Computed, not measured: a 2-piece molecular cluster, C26H42O9 overall, with ωB97M-V/def2-TZVPD.

Results
Gap between HOMO and LUMO ... 1.95 eV
Net charge ... -2
Molar mass ... 498.61 Da
HOMO energy ... 1.64 eV

CARTESIAN COORDINATES (ANGSTROEM)
C (-0.5921, 1.1943, 3.1804)
C (0.5224, 0.5106, 3.5014)
C (1.1166, -0.6224, 2.7144)
C (2.0703, -0.1519, 1.5799)
C (2.8903, 1.0817, 1.9967)
C (3.9009, 0.8111, 3.0843)
O (5.0871, 1.0637, 2.9307)
O (3.4549, 0.3007, 4.2639)
O (3.0774, -1.2206, 1.5750)
C (3.2899, -1.5801, 0.2606)
O (4.3642, -1.9170, -0.1983)
C (1.9181, -1.4602, -0.3647)
C (1.6832, -1.8407, -1.8255)
C (1.4759, -3.3317, -1.9556)
O (2.6198, -4.1023, -1.5018)
C (2.4534, -4.7425, -0.3354)
O (1.7464, -5.7117, -0.1636)
C (1.4373, -0.0947, 0.1615)
C (-0.0761, 0.1777, 0.0678)
C (-1.0363, -1.0078, 0.2101)
C (-2.2642, -0.7459, -0.6814)
C (-3.2292, -1.9471, -0.7777)
C (-4.6057, -1.5975, -0.1973)
C (-4.5458, -1.4291, 1.3498)
C (-4.7561, 0.0228, 1.7762)
C (-6.2547, 0.3846, 1.7888)
C (2.0882, 0.9100, -0.8132)
C (1.8576, 2.4223, -0.5601)
C (1.4493, 3.1023, -1.8562)
C (1.3539, 4.6132, -1.5924)
C (0.0816, 2.6199, -2.3175)
H (-0.6329, 2.2721, 3.2734)
H (-1.4589, 0.6873, 2.7718)
H (1.0484, 0.8064, 4.4003)
H (0.3570, -1.3044, 2.3402)
H (1.7400, -1.2026, 3.3839)
H (2.2742, 1.9491, 2.2136)
H (3.5074, 1.3524, 1.1510)
H (4.2084, -0.1590, 4.6475)
H (1.3444, -2.1959, 0.2184)
H (0.7293, -1.4015, -2.1141)
H (2.4638, -1.4821, -2.4851)
H (1.2542, -3.6193, -2.9771)
H (0.6151, -3.6430, -1.3633)
H (3.0406, -4.3387, 0.5022)
H (-0.2316, 0.5777, -0.9262)
H (-0.3338, 0.9809, 0.7479)
H (-0.6220, -1.9523, -0.1283)
H (-1.4104, -1.0821, 1.2317)
H (-2.7516, 0.1827, -0.4015)
H (-1.8602, -0.5792, -1.6787)
H (-2.7980, -2.8180, -0.2905)
H (-3.3801, -2.1506, -1.8345)
H (-5.3338, -2.3576, -0.4670)
H (-4.8966, -0.6404, -0.6229)
H (-5.3882, -1.9933, 1.7451)
H (-3.6114, -1.8458, 1.7111)
H (-4.3295, 0.2220, 2.7579)
H (-4.2865, 0.7273, 1.0949)
H (-6.8591, -0.4361, 2.1630)
H (-6.5448, 0.6187, 0.7699)
H (-6.4072, 1.2588, 2.4153)
H (3.1697, 0.7583, -0.8491)
H (1.7465, 0.7152, -1.8284)
H (2.8128, 2.8507, -0.2445)
H (1.1506, 2.6735, 0.2341)
H (2.2056, 2.9109, -2.6137)
H (0.7497, 4.7451, -0.6889)
H (0.8180, 5.1220, -2.3862)
H (2.3258, 5.0676, -1.4015)
H (-0.5833, 2.5968, -1.4369)
H (0.1777, 1.6130, -2.7212)
H (-0.3512, 3.2916, -3.0447)
C (0.9446, 1.3683, -5.6668)
O (1.4002, 0.7719, -6.7017)
O (1.2408, 0.9533, -4.4502)
O (0.1677, 2.4167, -5.7505)

(3)
Computed, not measured: a 3-piece molecular cluster, C35H68O8S overall, with ωB97M-V/def2-TZVPD.

Results
Gap between HOMO and LUMO ... 9.84 eV
Net charge ... 0
Molar mass ... 648.99 Da
SMILES ... CCCCCCCCC[C@@H]1[C@@H](CCOC=O)[C@H](OC[C@@H](C)CC(C)C)[C@@H]([C@H](C)CC)OS1(=O)=O.C1CCOC1.C1CCOC1
HOMO energy ... -9.59 eV

CARTESIAN COORDINATES (ANGSTROEM)
C (0.1541, 6.0943, -2.9518)
C (-0.3443, 5.3431, -4.2934)
C (-1.9300, 5.0298, -4.3178)
C (-2.1439, 3.6202, -3.4976)
C (-2.5811, 2.5389, -4.6191)
C (-2.5874, 1.0562, -4.0034)
C (-1.1067, 0.6503, -3.4459)
C (-0.9740, -0.9319, -3.6462)
C (0.0372, -1.6660, -2.6398)
C (-0.1852, -1.3310, -1.0894)
C (0.8913, -2.1473, -0.2297)
C (2.1873, -1.2547, 0.2187)
C (2.4435, 0.0241, -0.7110)
O (3.9102, 0.2439, -0.7444)
C (4.4251, 0.4154, 0.5642)
O (5.1424, -0.5201, 1.0139)
C (0.3995, -2.9461, 1.0497)
O (0.3757, -4.3756, 0.6954)
C (1.6808, -4.9744, 0.8444)
C (1.9690, -5.8703, -0.4897)
C (3.3417, -5.2976, -1.1669)
C (2.1476, -7.4321, -0.1767)
C (2.7416, -8.1902, -1.4774)
C (4.3368, -8.4811, -1.3147)
C (2.0229, -9.6250, -1.7456)
C (-0.9800, -2.6083, 1.7370)
C (-0.8741, -1.8836, 3.1963)
C (-2.3061, -1.3190, 3.6975)
C (0.2281, -0.7281, 3.2786)
C (0.0412, 0.4836, 2.2465)
O (-1.9656, -1.8467, 0.9914)
S (-1.8645, -2.0685, -0.6598)
O (-3.0045, -1.3013, -1.2716)
O (-1.9287, -3.5383, -1.0332)
H (1.2911, 6.2451, -3.0349)
H (-0.0417, 5.4141, -2.0406)
H (-0.4048, 7.0836, -2.8692)
H (-0.0298, 5.9800, -5.1897)
H (0.1999, 4.3280, -4.3783)
H (-2.4636, 5.8610, -3.7460)
H (-2.3796, 4.9782, -5.3654)
H (-1.1986, 3.3379, -2.9301)
H (-3.0397, 3.7975, -2.7906)
H (-1.8422, 2.5382, -5.4923)
H (-3.6100, 2.8642, -5.0203)
H (-3.3366, 1.0475, -3.1231)
H (-2.9270, 0.2704, -4.7589)
H (-0.3468, 1.2574, -4.0530)
H (-1.0870, 1.0045, -2.3636)
H (-1.9794, -1.4909, -3.6478)
H (-0.5470, -1.0934, -4.7094)
H (1.0977, -1.4989, -3.0214)
H (-0.1623, -2.7999, -2.7528)
H (-0.2685, -0.2243, -0.8387)
H (1.3420, -2.9246, -0.9574)
H (3.1101, -1.9382, 0.0844)
H (2.1708, -0.9718, 1.3202)
H (2.0076, 0.9503, -0.2060)
H (2.1372, -0.0958, -1.7979)
H (4.2966, 1.3359, 1.2225)
H (1.2218, -2.8588, 1.8585)
H (1.7066, -5.7136, 1.7259)
H (2.5499, -4.2399, 0.9073)
H (1.1557, -5.7604, -1.2804)
H (4.2197, -5.5367, -0.4614)
H (3.2305, -4.1466, -1.1204)
H (3.4986, -5.6632, -2.2314)
H (1.1236, -7.9210, 0.0299)
H (2.7961, -7.6382, 0.7581)
H (2.5635, -7.5922, -2.4496)
H (4.6732, -9.4201, -1.8700)
H (4.8782, -7.5754, -1.7833)
H (4.6223, -8.5632, -0.2068)
H (2.3426, -9.9161, -2.8181)
H (2.3544, -10.4309, -1.0133)
H (0.8907, -9.4751, -1.7964)
H (-1.4879, -3.6200, 1.9818)
H (-0.5557, -2.7077, 3.9305)
H (-3.1260, -2.0860, 3.4697)
H (-2.4683, -0.3145, 3.1745)
H (-2.2347, -1.1058, 4.8303)
H (1.2556, -1.2263, 3.2624)
H (0.1309, -0.2648, 4.3348)
H (-0.5153, 0.2288, 1.2877)
H (-0.3847, 1.4036, 2.8066)
H (1.1037, 0.8047, 1.9161)
C (-2.3612, 6.9619, 1.2698)
C (-3.7026, 6.2896, 1.1014)
C (-3.6851, 5.9165, -0.3680)
O (-2.3143, 5.6770, -0.7236)
C (-1.4810, 6.1437, 0.3465)
H (-2.0015, 6.9748, 2.3002)
H (-2.4173, 7.9958, 0.9135)
H (-3.7440, 5.3845, 1.7164)
H (-4.5492, 6.9236, 1.3703)
H (-4.0538, 6.7382, -0.9914)
H (-4.2793, 5.0245, -0.5798)
H (-1.0735, 5.2665, 0.8617)
H (-0.6513, 6.7240, -0.0633)
C (-1.0153, 4.1769, 6.2873)
C (0.2256, 4.6373, 5.5555)
C (0.7779, 3.3315, 5.0188)
O (-0.3451, 2.4693, 4.7872)
C (-1.5057, 3.0510, 5.3987)
H (-1.7594, 4.9625, 6.4284)
H (-0.7412, 3.7838, 7.2718)
H (-0.0555, 5.2936, 4.7252)
H (0.9360, 5.1725, 6.1878)
H (1.4293, 2.8439, 5.7519)
H (1.3372, 3.4632, 4.0893)
H (-2.1516, 3.4294, 4.5988)
H (-2.0515, 2.2851, 5.9540)

Ordered LUMO level results: -0.3; 3.6; 0.3; unit eV.